Entry 1:
{"formula": "C2H3NO2S2", "method": "wB97M-V/def2-TZVPD", "smiles": "O=C(S)C(=S)NO", "e_homo_ev": -9.03, "species": ["C", "C", "H", "H", "H", "N", "O", "O", "S", "S"], "xyz": [[-0.33511, -0.15338, -0.52466], [-0.24938, 0.58777, 0.80658], [1.51663, -0.93568, 1.03454], [0.96110, -1.17038, -1.68442], [-1.97675, 1.77104, -0.04961], [0.68639, -0.97309, -0.73216], [1.62548, -1.49922, 0.14969], [0.35569, 0.10480, 1.72882], [-1.40899, 0.19411, -1.69907], [-1.17507, 2.07404, 0.97028]], "forces_ev_per_angstrom": [[1.0550, 0.4470, 0.3180], [-1.5493, -0.2210, -0.0731], [-0.1201, -1.3064, -2.1457], [-0.3006, -0.3257, 0.0708], [-0.0800, 0.0077, -0.5078], [0.6376, -0.3197, -0.1231], [-0.3805, 1.5868, 1.8697], [0.9183, 0.1576, 0.6030], [-0.5962, 0.0029, -0.6417], [0.4157, -0.0293, 0.6300]]}



Entry 2:
{"formula": "C27H31Cl3N4O4P2SbSe4W", "method": "wB97M-V/def2-TZVPD", "total_charge": -1, "e_homo_ev": [-3.96, -3.96], "species": ["W", "O", "C", "O", "C", "C", "C", "C", "C", "N", "C", "O", "O", "H", "H", "H", "C", "P", "C", "N", "C", "C", "C", "C", "C", "C", "N", "C", "P", "C", "C", "C", "C", "C", "C", "C", "C", "C", "H", "H", "H", "H", "H", "H", "H", "H", "H", "H", "H", "H", "H", "H", "H", "H", "H", "H", "H", "H", "H", "H", "H", "H", "H", "H", "H", "H", "Se", "Sb", "Se", "Se", "Se", "Cl", "C", "Cl", "Cl", "C", "N"], "xyz": [[1.45439, -0.24950, 1.70076], [-1.84904, 0.19041, 4.34214], [-0.86429, -0.16994, 3.73644], [-0.11358, 0.54313, 2.96172], [-0.38249, -1.59256, 3.82646], [-1.03727, -2.61163, 4.48949], [-0.50590, -3.89192, 4.41846], [0.67262, -4.10884, 3.71617], [1.28246, -3.02644, 3.11402], [0.74770, -1.81140, 3.16070], [2.57552, -3.05484, 2.34326], [3.19957, -4.08115, 2.18694], [2.88590, -1.86931, 1.92958], [-1.94784, -2.37463, 5.02144], [-1.00825, -4.71763, 4.90597], [1.13782, -5.08020, 3.62656], [-1.80947, 3.66926, 1.39805], [-0.89653, 3.07130, -0.07216], [-1.24312, 1.25795, 0.19629], [-2.44258, 0.75625, 0.11382], [-2.65953, -0.57638, 0.33234], [-3.96833, -1.08912, 0.24838], [-4.20145, -2.41866, 0.48329], [-3.14298, -3.28821, 0.80876], [-1.85897, -2.81737, 0.89617], [-1.62065, -1.45438, 0.66145], [-0.36967, -0.90904, 0.75161], [-0.18095, 0.35665, 0.56913], [2.19551, -1.82980, -0.76392], [3.88187, -2.43410, -1.10304], [1.50753, -1.59920, -2.49572], [1.09759, -3.00907, -2.94129], [2.53213, -1.03997, -3.48804], [0.25899, -0.71498, -2.48092], [-2.01612, 3.47018, -1.52826], [-1.66763, 4.90374, -1.93976], [-1.63218, 2.52550, -2.66949], [-3.52003, 3.40200, -1.25949], [-2.82562, 3.27791, 1.44174], [-1.80238, 4.75980, 1.37407], [-1.25634, 3.34986, 2.28266], [-4.76519, -0.40176, -0.00303], [-5.20922, -2.80771, 0.41764], [-3.34767, -4.33583, 0.98861], [-1.02158, -3.46155, 1.13610], [3.80771, -3.32559, -1.72854], [4.32629, -2.71365, -0.15076], [4.50747, -1.69355, -1.60248], [1.94637, -3.69671, -2.96051], [0.68673, -2.96320, -3.95416], [0.33608, -3.42685, -2.27939], [3.37184, -1.72289, -3.62407], [2.92240, -0.07226, -3.17637], [2.05458, -0.90276, -4.46333], [-0.56111, -1.19148, -1.93850], [-0.07886, -0.55600, -3.50918], [0.45391, 0.26383, -2.04766], [-0.61845, 5.01414, -2.21705], [-1.86624, 5.61945, -1.14135], [-2.28070, 5.17723, -2.80603], [-0.55620, 2.56026, -2.86232], [-2.14449, 2.83952, -3.58378], [-1.91961, 1.49097, -2.46429], [-3.82085, 4.15802, -0.53198], [-3.83963, 2.42747, -0.89986], [-4.05014, 3.61985, -2.19319], [0.28416, 6.98346, 1.00538], [1.91594, 5.38826, 0.24694], [2.86467, 0.80741, 3.37158], [2.05335, 2.29688, 1.78892], [2.30137, 5.73559, -2.09753], [2.46225, 1.97156, -1.53110], [4.56435, 0.84584, -0.39229], [5.50542, 2.12407, -1.04023], [5.42480, -0.23099, 0.63189], [3.25120, 0.73002, -0.60796], [2.43262, -0.26473, -0.07592]], "forces_ev_per_angstrom": [[0.4038, 0.3478, 0.3769], [0.0068, 0.0072, -0.0067], [-0.0661, 0.0022, 0.0589], [-0.0231, 0.0951, -0.0353], [0.0523, -0.1120, -0.0079], [0.0199, -0.0156, 0.0305], [-0.0169, -0.0023, 0.0081], [0.0270, 0.0463, 0.0935], [0.0321, -0.0673, -0.0572], [-0.2279, 0.2678, -0.0397], [-0.0306, 0.1246, 0.0257], [0.0230, -0.0163, 0.0058], [-0.1610, -0.1493, -0.2946], [-0.0022, -0.0127, -0.0027], [0.0005, 0.0061, -0.0002], [0.0088, 0.0029, 0.0120], [-0.0035, -0.0104, -0.0267], [0.0202, -0.0768, -0.0296], [0.0234, -0.0674, -0.1189], [0.0025, 0.1384, -0.0833], [-0.0877, -0.0550, 0.0058], [-0.0297, 0.0252, -0.0055], [-0.0297, 0.0192, -0.0116], [0.0162, -0.0188, 0.0072], [0.0326, 0.0129, -0.0157], [0.2526, -0.4640, -0.0552], [-0.1963, 0.6498, 0.0514], [-0.2751, -0.0949, 0.0628], [-0.1915, -0.2304, -0.1292], [0.0125, -0.0608, -0.0230], [0.1583, 0.0817, -0.0525], [0.0147, -0.0094, -0.0195], [-0.0274, 0.0016, 0.0059], [-0.0042, -0.0519, 0.0015], [-0.0515, -0.0531, 0.0653], [0.0674, 0.0512, -0.0411], [0.0043, -0.0282, -0.0065], [-0.0098, 0.0196, 0.0001], [-0.0132, 0.0089, 0.0058], [-0.0036, 0.0211, 0.0254], [0.0047, 0.0088, 0.0111], [-0.0035, -0.0084, 0.0037], [0.0069, -0.0009, 0.0051], [0.0034, 0.0051, 0.0011], [-0.0050, -0.0110, -0.0067], [-0.0032, 0.0042, -0.0019], [0.0111, -0.0255, -0.0253], [-0.0188, -0.0342, 0.0089], [-0.0196, 0.0074, -0.0108], [-0.0043, -0.0021, 0.0102], [-0.0063, -0.0053, -0.0035], [-0.0117, 0.0066, -0.0022], [-0.0021, 0.0024, -0.0281], [0.0009, -0.0127, -0.0005], [0.0071, 0.0056, 0.0435], [-0.0153, -0.0120, 0.0004], [0.0187, 0.0387, -0.0082], [0.0469, -0.0100, 0.0160], [-0.0075, 0.0253, 0.0377], [0.0120, 0.0145, 0.0356], [-0.0023, -0.0076, 0.0021], [0.0121, 0.0004, -0.0048], [0.0057, 0.0229, -0.0011], [0.0072, -0.0093, 0.0067], [0.0086, -0.0248, -0.0041], [0.0054, 0.0145, 0.0092], [0.0079, -0.0980, 0.0679], [-0.1278, 0.3244, -0.2226], [0.3552, -0.2310, 0.1612], [-0.3886, -0.5007, 0.0764], [0.0527, -0.0955, -0.0078], [0.0176, 0.0266, -0.1504], [0.0336, 0.0194, 0.0040], [0.0100, -0.0134, -0.0076], [0.0281, 0.0813, 0.1108], [-0.1680, 0.0711, -0.1116], [0.4003, 0.0901, 0.2052]]}



Here are the calculated E_tot numbers, same order: -1079.54554 -13544.02620 (hartree).